Entry 1:
DFT (ωB97M-V with the def2-TZVPD basis set) results for C50H34N6ORe as an isolated structure in a non-equilibrium geometry.

For the highest occupied orbital energy (alpha / beta), the calculation gives -12.32 / -12.51 eV. Its charge is +2. Its molecular weight is 921.07 g mol⁻¹. As for the expectation value of S²: 3.918. As for the spin multiplicity: 4. The value obtained for the orbital gap (alpha / beta) is 5.7349 / 4.1612 eV. Its relative energy (zero: lowest compared OMol25 entry of this formula, charge and spin) is 0.425 eV.

Positions of all 92 atoms, in Å:
Re1 0.39113 -0.08390 -0.44957
C1 5.27822 5.67892 1.40140
C2 4.69773 5.74236 0.13363
C3 3.86438 4.66820 -0.31285
C4 3.69181 3.48011 0.39881
C5 4.30583 3.43862 1.68344
C6 5.09644 4.46925 2.15717
C7 2.84654 2.39635 -0.12015
C8 3.22379 1.00940 0.05563
C9 4.48290 0.50492 0.28335
C10 4.41303 -0.80671 0.77244
C11 3.00604 -1.12593 0.76081
C12 2.46344 -2.32951 1.23733
C13 3.23484 -3.20807 2.18994
C14 4.26563 -2.72123 3.02440
C15 4.93145 -3.59672 3.88012
C16 4.61872 -4.95294 3.93903
C17 3.67279 -5.43188 2.98101
C18 3.06619 -4.57085 2.07644
C19 1.06199 -2.58505 1.04325
N1 0.23969 -1.98665 0.05760
C20 -0.84629 -2.88553 -0.12760
C21 -1.81402 -2.68915 -1.17483
C22 -2.98120 -3.67834 -1.43843
C23 -2.94654 -5.04294 -1.10380
C24 -4.03765 -5.91175 -1.41247
C25 -5.14095 -5.43372 -2.06057
C26 -5.18081 -4.05785 -2.31904
C27 -4.17542 -3.18098 -1.95503
C28 -1.56652 -1.70538 -2.11659
C29 -2.12708 -1.64244 -3.44612
C30 -1.93454 -0.37132 -3.95473
C31 -1.21443 0.39198 -2.93869
N2 -0.78635 -0.50835 -1.92138
C32 -1.21343 1.81909 -2.77396
C33 -0.34801 2.41679 -1.83067
C34 -0.25139 3.82895 -1.46560
C35 0.87169 3.98397 -0.68211
C36 1.55076 2.71972 -0.62815
N3 0.65787 1.71540 -1.11164
C37 -2.12916 2.65014 -3.61300
C38 -1.71277 3.90017 -4.12679
C39 -2.59148 4.68034 -4.90556
C40 -3.87513 4.21294 -5.22751
C41 -4.23022 2.95285 -4.79215
C42 -3.43276 2.23358 -3.91375
C43 -0.85163 -3.84132 0.93891
C44 0.32665 -3.68033 1.63338
N4 2.28244 -0.06205 0.19226
H1 5.93770 6.44982 1.84286
H2 4.86904 6.63927 -0.43459
H3 3.42360 4.82390 -1.28812
H4 4.07735 2.55744 2.27144
H5 5.42532 4.39735 3.16860
H6 5.41275 1.06879 0.33643
H7 5.28521 -1.46039 1.04259
H8 4.50252 -1.64815 3.05034
H9 5.74143 -3.19696 4.51912
H10 4.97340 -5.59416 4.70355
H11 3.42860 -6.53437 2.94941
H12 2.49237 -5.01191 1.27845
H13 -2.02102 -5.44426 -0.74943
H14 -3.92817 -6.93714 -1.07959
H15 -5.99821 -6.01382 -2.32198
H16 -5.96850 -3.63277 -2.92489
H17 -4.39453 -2.12367 -1.95107
H18 -2.73596 -2.44726 -3.89933
H19 -2.26348 0.04466 -4.95106
H20 -0.98062 4.58988 -1.80271
H21 1.27265 4.82128 -0.12235
H22 -0.74009 4.30195 -3.91293
H23 -2.20302 5.62162 -5.28993
H24 -4.56720 4.77509 -5.83565
H25 -5.19610 2.55454 -5.00863
H26 -3.77670 1.28855 -3.52141
H27 -1.71113 -4.47669 1.20227
H28 0.72273 -4.21021 2.52076
N5 -3.99254 2.07928 4.55678
C45 -3.15977 1.00005 4.75657
O1 -3.03765 0.20604 5.68945
C46 -2.35704 0.79121 3.45706
C47 -1.06314 0.32300 3.56328
C48 -0.28570 0.16847 2.46633
N6 -0.77274 0.37080 1.18708
C49 -2.05580 0.81406 1.09392
C50 -2.83379 1.03371 2.17952
H29 -4.60599 2.28467 5.34470
H30 -3.82934 2.83583 3.93336
H31 -0.62180 0.07312 4.50076
H32 0.72323 -0.23731 2.48349
H33 -2.52549 0.79901 0.09047
H34 -3.81659 1.45255 1.98745


Entry 2:
DFT (ωB97M-V with the def2-TZVPD basis set) results for a 5-piece molecular cluster, C19H29F4N2O19PS overall in a non-equilibrium geometry.

For the highest occupied orbital energy, the calculation gives -9.60 eV. Its charge is 0. Its molecular weight is 728.47 g mol⁻¹. As for the SMILES: C[C@@H](O)CON(CCCS(=O)(=O)O)C(=O)O[PH2]=N.O=C1OC[C@@H](F)O1.O=C1OC[C@@H](F)O1.O=C1OC[C@@H](F)O1.O=C1OC[C@@H](F)O1. The value obtained for the orbital gap is 8.8136 eV.

Positions of all 75 atoms, in Å:
C1 4.91700 0.99854 -0.10363
C2 5.34091 0.61217 -1.65776
O1 6.49571 -0.33606 -1.52200
C3 4.17423 -0.18489 -2.48905
O2 3.23767 0.67306 -3.23129
N1 3.02799 1.85291 -2.62205
C4 1.61813 1.91180 -1.99640
C5 0.87713 0.44960 -1.95276
C6 -0.57515 0.42642 -1.19382
S1 -1.31380 2.10867 -0.83090
O3 -2.68809 1.83079 -0.10535
O4 -0.48682 2.95643 0.20679
O5 -1.73008 3.01266 -2.24028
C7 3.24707 2.99392 -3.59049
O6 4.04560 2.74223 -4.65632
O7 2.72358 4.36347 -3.47155
P1 3.30460 5.04941 -1.97530
N2 4.90218 4.78098 -1.78277
H1 4.28218 2.00491 -0.18754
H2 5.84552 1.24261 0.58495
H3 4.19255 0.21238 0.39410
H4 5.67167 1.54262 -2.28945
H5 6.24849 -0.93199 -0.73497
H6 4.71221 -0.89091 -3.27370
H7 3.63721 -0.92744 -1.72599
H8 0.96222 2.61037 -2.67396
H9 1.78244 2.30255 -0.90337
H10 1.59674 -0.26963 -1.32968
H11 0.73988 -0.06337 -2.99706
H12 -0.50069 -0.29245 -0.25207
H13 -1.33755 -0.12001 -1.93180
H14 -1.18598 2.72221 -3.03102
H15 3.04951 6.47527 -1.95449
H16 2.56132 4.47818 -0.87438
H17 5.34625 5.74197 -1.72016
O8 -0.69380 -3.40536 0.29031
C8 -1.28082 -3.00425 1.28147
O9 -2.63697 -3.06978 1.44893
C9 -2.89833 -2.62980 2.76653
C10 -1.70081 -1.79682 3.07276
F1 -1.39900 -1.85181 4.38941
O10 -0.66672 -2.42933 2.35340
H18 -2.99064 -3.49814 3.42748
H19 -3.82725 -2.05489 2.81086
H20 -1.78656 -0.75283 2.75301
O11 2.36703 -0.27786 3.48448
C11 1.78002 0.12325 4.47564
O12 0.42387 0.05772 4.64310
C12 0.16251 0.49770 5.96070
C13 1.36003 1.33068 6.26693
F2 1.66184 1.27569 7.58358
O13 2.39411 0.69817 5.54757
H21 0.07019 -0.37064 6.62165
H22 -0.76642 1.07261 6.00503
H23 1.27428 2.37467 5.94718
O14 -4.62959 -8.69550 1.03562
C14 -3.69733 -7.93501 1.23669
O15 -2.82344 -7.52004 0.26943
C15 -1.98590 -6.55582 0.87504
C16 -2.08152 -6.90669 2.32053
F3 -1.96161 -5.80400 3.09341
O16 -3.39472 -7.40138 2.45338
H24 -2.36910 -5.55350 0.65615
H25 -0.96329 -6.63102 0.49555
H26 -1.36605 -7.66959 2.64550
O17 -7.02939 0.75773 -4.71770
C17 -6.28289 1.58112 -4.21507
O18 -6.02305 1.66369 -2.87449
C18 -5.02064 2.64851 -2.72197
C19 -5.18442 3.47020 -3.95473
F4 -3.99862 3.98198 -4.35425
O19 -5.61225 2.53559 -4.91927
H27 -4.04074 2.16292 -2.66360
H28 -5.17852 3.23066 -1.81007
H29 -5.92532 4.27175 -3.86471


Entry 3:
DFT (ωB97M-V with the def2-TZVPD basis set) results for a 2-piece molecular cluster, C6H10N2OS2 overall in a non-equilibrium geometry.

For the highest occupied orbital energy, the calculation gives -8.79 eV. Its charge is 0. Its molecular weight is 190.29 g mol⁻¹. The value obtained for the orbital gap is 9.4905 eV. Its relative energy (zero: lowest compared OMol25 entry of this formula, charge and spin) is 2.269 eV.

Positions of all 21 atoms, in Å:
C1 3.89664 1.02587 -0.34904
C2 2.57397 1.14278 0.14650
C3 4.35353 -0.27069 -0.29453
C4 2.04347 -0.04137 0.60676
C5 -3.23072 0.65577 -0.85605
C6 -3.62984 -0.96537 0.88056
N1 -0.12935 -0.98830 -0.32257
N2 -3.07427 -0.56930 -0.14513
O1 -0.24842 0.96288 1.24154
S1 3.13571 -1.32683 0.34897
S2 0.37970 -0.32829 1.16385
H1 4.48466 1.76967 -0.84463
H2 2.12497 2.05201 0.34668
H3 5.37519 -0.61472 -0.62229
H4 -2.12571 0.85201 -0.99049
H5 -3.71912 0.75928 -1.72058
H6 -3.63433 1.50094 -0.25229
H7 -4.61402 -0.73713 1.41264
H8 0.38183 -1.76961 -0.64108
H9 -3.23686 -1.84521 1.30396
H10 -1.10703 -1.26437 -0.41278


Entry 4:
DFT (ωB97M-V with the def2-TZVPD basis set) results for a 2-piece molecular cluster, C3H7O3 overall in a non-equilibrium geometry.

For the highest occupied orbital energy, the calculation gives -4.23 eV. Its charge is -1. Its molecular weight is 91.09 g mol⁻¹. The value obtained for the orbital gap is 8.2012 eV. Its relative energy (zero: lowest compared OMol25 entry of this formula, charge and spin) is 1.039 eV.

Positions of all 13 atoms, in Å:
O1 0.29624 3.00589 -1.12253
C1 0.19160 1.91367 -0.53958
O2 -0.50463 0.92732 -0.80336
H1 0.91073 1.85983 0.33499
H2 -0.96023 -0.61996 -0.07485
C2 -0.01477 -2.17356 0.40319
O3 -1.22921 -1.45239 0.39773
C3 1.08124 -1.58123 1.34066
H3 0.33700 -2.28448 -0.62693
H4 -0.18424 -3.21474 0.70582
H5 2.00125 -1.24102 0.88763
H6 1.28727 -2.34982 2.09126
H7 0.45453 -0.90472 1.93583


Entry 5:
DFT (ωB97M-V with the def2-TZVPD basis set) results for C9H16Al2BrClCsF10N2O12S2V as an isolated structure in a non-equilibrium geometry.

For the highest occupied orbital energy, the calculation gives -7.27 eV. Its charge is 0. Its molecular weight is 951.51 g mol⁻¹. The value obtained for the orbital gap is 2.8669 eV.

Positions of all 57 atoms, in Å:
O1 -0.91090 1.24178 1.90581
S1 -1.79466 0.51191 0.98675
O2 -3.01758 1.22171 0.88940
C1 -1.12400 0.40632 -0.82540
N1 -1.73579 -0.70121 -1.51337
C2 -0.97900 -1.52986 -2.11228
C3 0.46083 -1.00429 -1.90707
C4 0.44169 0.35636 -1.11651
Br1 1.69773 0.02647 0.34796
C5 -2.22885 -1.17748 1.69144
F1 -2.81955 -0.91513 2.80664
F2 -3.08322 -1.81439 0.91454
C6 -1.01588 -2.08318 2.04533
F3 -0.32490 -1.54801 3.01357
F4 -0.21793 -2.41659 0.99559
F5 -1.50858 -3.21213 2.48391
H1 -1.51357 1.31137 -1.29689
H2 -2.75093 -0.78291 -1.45072
H3 -1.29211 -2.42294 -2.65527
H4 0.72973 -0.73258 -2.93540
H5 1.22550 -1.71764 -1.58782
H6 0.78832 1.15658 -1.76959
F6 -4.07850 -2.23952 4.08288
O3 3.91392 2.00995 -0.24185
V1 4.54104 2.93287 1.04587
O4 5.11387 3.77119 2.32796
C7 -0.28309 5.74214 0.61341
N2 1.15875 5.39633 0.47529
O5 1.82022 6.05543 -0.26429
O6 1.58141 4.45074 1.14886
H7 -0.49234 6.58706 -0.03030
H8 -0.86447 4.87439 0.31599
H9 -0.46160 5.98982 1.65532
C8 3.64479 1.90549 -3.48517
O7 2.64226 1.35226 -3.08147
H10 3.46314 3.01503 -4.41411
H11 4.29250 2.42827 -2.74152
H12 4.35892 1.29212 -4.07899
F7 -0.85618 -5.62259 0.23133
Al1 -2.56528 -5.36767 -0.22658
F8 -3.47086 -5.40519 1.13701
F9 -2.98662 -6.55777 -1.27526
F10 -2.69165 -3.82858 -1.01160
Cs1 0.29637 -4.79966 -0.90427
Al2 -0.14896 2.23062 0.03586
C9 -4.15684 -7.96607 4.12678
O8 -4.24656 -8.07740 2.71032
H13 -4.44704 -8.92096 4.55825
H14 -3.13287 -7.73285 4.43297
H15 -4.82872 -7.18793 4.49564
H16 -3.98924 -7.22661 2.34113
Cl1 2.64123 3.43489 -5.43679
O9 3.99493 6.48665 -2.52107
S2 5.02904 6.68489 -1.50991
O10 6.08972 7.56112 -1.98922
O11 5.64795 5.37111 -1.17258
O12 4.44438 7.18631 -0.26055


charge of number 5 (C9H16Al2BrClCsF10N2O12S2V)? 0


Which of these has the highest molecular weight? C9H16Al2BrClCsF10N2O12S2V


The highest molecular weight belongs to which entry? C9H16Al2BrClCsF10N2O12S2V


Number 4 is which compound? C3H7O3